{
  "formula": "C7H16OP2",
  "method": "wB97M-V/def2-TZVPD",
  "symbols": ["H", "P", "C", "C", "C", "C", "C", "C", "C", "H", "H", "H", "H", "H", "H", "H", "H", "H", "H", "H", "H", "H", "H", "O", "P", "H"],
  "xyz": [[4.338, -1.721, -0.280], [3.210, -1.157, 0.093], [2.078, -2.129, -0.645], [0.629, -1.586, -0.396], [0.187, -1.231, 1.025], [-1.254, -0.654, 0.908], [-1.307, 0.890, 0.700], [-2.704, 1.286, 0.178], [-3.037, 0.984, -1.250], [2.174, -3.106, -1.115], [0.459, -0.775, -1.028], [-0.028, -2.458, -0.730], [0.032, -2.202, 1.600], [0.826, -0.589, 1.575], [-1.690, -1.283, 0.080], [-1.870, -0.802, 1.795], [-0.549, 1.288, -0.034], [-0.962, 1.170, 1.637], [-3.400, 0.661, 0.822], [-2.970, 2.244, 0.574], [-3.848, 1.797, -1.635], [-2.039, 0.998, -1.857], [-3.545, 0.083, -1.336], [4.440, 3.250, 0.694], [5.006, 2.175, -0.129], [5.827, 2.869, -1.248]],
  "mulliken_charge": [0.00, -0.13, -0.22, -0.83, -0.47, -0.75, -0.66, -0.63, -0.95, 0.36, 0.34, 0.30, 0.21, 0.48, 0.28, 0.44, 0.27, 0.45, 0.26, 0.45, 0.26, 0.22, 0.33, -0.40, 0.33, 0.05],
  "e_lumo_ev": -1.00,
  "max_force_ev_per_a": 4.15,
  "relative_energy_kj_mol": 170.8,
  "homo_ev": -9.25
}


{
  "formula": "C7H16OS",
  "method": "wB97M-V/def2-TZVPD",
  "symbols": ["C", "C", "C", "O", "C", "C", "H", "H", "H", "H", "H", "H", "H", "H", "H", "H", "C", "S", "C", "H", "H", "H", "H", "H", "H"],
  "xyz": [[1.944, 2.245, -1.396], [1.268, 2.017, -0.044], [1.844, 0.774, 0.620], [1.702, -0.378, -0.203], [2.401, -0.210, -1.431], [1.862, 0.967, -2.231], [3.008, 2.499, -1.229], [1.475, 3.094, -1.931], [0.180, 1.870, -0.188], [1.404, 2.890, 0.623], [1.325, 0.539, 1.570], [2.915, 0.932, 0.853], [2.289, -1.165, -1.981], [3.479, -0.065, -1.226], [2.435, 1.068, -3.173], [0.808, 0.760, -2.499], [-3.903, -1.359, 0.454], [-3.802, -1.090, 2.231], [-2.859, -2.563, 2.660], [-4.469, -0.521, 0.013], [-4.427, -2.301, 0.217], [-2.902, -1.389, -0.007], [-3.401, -3.483, 2.386], [-1.875, -2.571, 2.161], [-2.700, -2.561, 3.752]],
  "mulliken_charge": [-0.65, -0.48, -0.50, -0.38, -0.49, -0.50, 0.30, 0.28, 0.27, 0.31, 0.30, 0.32, 0.28, 0.33, 0.31, 0.28, -0.76, -0.05, -0.75, 0.28, 0.28, 0.22, 0.27, 0.23, 0.28],
  "e_lumo_ev": 0.88,
  "max_force_ev_per_a": 0.56,
  "relative_energy_kj_mol": 52.0,
  "homo_ev": -8.44
}


{
  "formula": "C7H16OSi",
  "method": "wB97M-V/def2-TZVPD",
  "symbols": ["C", "C", "C", "C", "C", "C", "C", "O", "Si", "H", "H", "H", "H", "H", "H", "H", "H", "H", "H", "H", "H", "H", "H", "H", "H"],
  "xyz": [[-3.355, 0.231, -1.408], [-2.063, 0.502, -1.201], [-0.138, -2.391, 0.510], [2.635, 1.144, -0.842], [1.005, -1.356, 0.094], [2.282, 0.761, 0.621], [1.170, -0.225, 0.989], [-2.733, 1.165, 1.525], [-1.470, 1.110, 0.449], [-3.778, -0.360, -2.165], [-4.074, 0.482, -0.521], [-1.319, -0.028, -1.825], [-0.414, -3.027, -0.445], [0.111, -3.187, 1.297], [-1.093, -1.841, 0.875], [3.392, 1.905, -0.784], [1.896, 1.739, -1.341], [3.236, 0.306, -1.267], [0.526, -0.906, -0.853], [1.789, -1.971, -0.312], [3.107, 0.217, 1.059], [2.177, 1.513, 1.425], [1.168, -0.429, 2.124], [-3.002, 2.083, 1.802], [-1.055, 2.563, 0.193]],
  "mulliken_charge": [-0.60, -0.12, -1.08, -1.15, -0.27, -0.53, -0.25, -0.49, 0.40, 0.32, 0.17, 0.27, 0.29, 0.35, 0.14, 0.41, 0.33, 0.28, -0.07, 0.54, 0.37, 0.36, 0.20, 0.31, -0.17],
  "e_lumo_ev": [-0.06, 0.21],
  "max_force_ev_per_a": 4.99,
  "relative_energy_kj_mol": 504.4,
  "homo_ev": [-7.52, -7.27]
}


{
  "formula": "C7H16Si",
  "method": "wB97M-V/def2-TZVPD",
  "symbols": ["C", "C", "C", "C", "Si", "C", "C", "C", "H", "H", "H", "H", "H", "H", "H", "H", "H", "H", "H", "H", "H", "H", "H", "H"],
  "xyz": [[-3.205, 0.655, -0.626], [-2.007, 0.517, 0.292], [-1.659, -0.791, 0.857], [-0.721, -0.276, -0.258], [1.165, -0.151, -0.007], [1.769, -0.324, 1.769], [1.648, 1.566, -0.435], [2.026, -1.316, -1.247], [-3.252, -0.068, -1.472], [-3.418, 1.686, -0.944], [-4.032, 0.379, 0.027], [-1.814, 1.499, 0.902], [-1.088, -0.722, 1.806], [-2.295, -1.704, 0.674], [-0.822, -0.734, -1.231], [1.462, 0.591, 2.184], [1.201, -1.104, 2.239], [2.845, -0.621, 1.930], [1.049, 2.299, 0.053], [2.706, 1.560, -0.138], [1.658, 1.704, -1.602], [1.609, -2.281, -1.469], [2.021, -0.967, -2.268], [3.155, -1.395, -1.035]],
  "mulliken_charge": [-1.35, 0.37, -0.58, -0.34, 0.25, -1.11, -0.98, -1.16, 0.29, 0.33, 0.33, 0.29, 0.20, 0.26, 0.31, 0.30, 0.38, 0.30, 0.35, 0.28, 0.24, 0.38, 0.38, 0.26],
  "e_lumo_ev": 0.99,
  "max_force_ev_per_a": 3.24,
  "relative_energy_kj_mol": 183.5,
  "homo_ev": -9.39
}


{
  "formula": "C7H17Br4FNO2PS",
  "method": "wB97M-V/def2-TZVPD",
  "symbols": ["C", "C", "P", "C", "N", "S", "O", "O", "F", "H", "H", "H", "H", "H", "H", "H", "H", "H", "Br", "C", "C", "Br", "H", "H", "H", "H", "Br", "C", "C", "Br", "H", "H", "H", "H"],
  "xyz": [[1.054, -0.460, -0.304], [1.683, -1.851, -0.199], [2.810, -2.200, 1.224], [2.656, -0.705, 2.256], [4.390, -2.069, 0.405], [5.221, -0.704, 0.162], [4.344, 0.303, -0.315], [6.464, -0.991, -0.450], [5.596, -0.277, 1.637], [1.811, 0.298, -0.492], [0.480, -0.201, 0.586], [0.345, -0.459, -1.132], [0.910, -2.622, -0.176], [2.285, -2.032, -1.092], [1.669, -0.781, 2.719], [2.741, 0.241, 1.728], [3.391, -0.739, 3.058], [5.015, -2.803, 0.719], [-2.994, -2.344, -1.241], [-3.685, -0.675, -1.955], [-3.097, -0.346, -3.302], [-1.255, 0.240, -3.139], [-3.452, 0.088, -1.219], [-4.763, -0.803, -2.029], [-3.639, 0.476, -3.764], [-3.097, -1.203, -3.968], [-1.495, 1.833, 2.037], [-3.211, 2.746, 2.035], [-3.798, 2.861, 0.653], [-2.906, 4.210, -0.422], [-3.047, 3.717, 2.490], [-3.862, 2.150, 2.670], [-4.839, 3.171, 0.713], [-3.727, 1.928, 0.104]],
  "mulliken_charge": [-0.13, -0.52, 0.05, -1.07, -0.34, 1.10, -0.50, -0.58, -0.23, 0.30, 0.09, -0.36, 0.44, 0.32, 0.35, 0.38, 0.37, 0.31, -0.12, -0.16, -0.60, -0.13, -0.16, 0.39, 0.35, 0.40, -0.10, -0.65, 0.02, -0.10, 0.40, 0.35, 0.35, -0.23],
  "e_lumo_ev": 0.37,
  "max_force_ev_per_a": 0.72,
  "homo_ev": -9.14
}


{
  "formula": "C7H17CaCl3FMgNO10S3",
  "method": "wB97M-V/def2-TZVPD",
  "symbols": ["C", "C", "N", "S", "H", "H", "H", "H", "O", "S", "O", "O", "O", "Ca", "C", "S", "O", "C", "H", "H", "H", "H", "H", "H", "O", "H", "H", "C", "C", "O", "C", "O", "O", "F", "H", "H", "H", "Cl", "O", "H", "H", "Mg", "Cl", "Cl"],
  "xyz": [[-2.355, 0.556, -1.510], [-3.544, 0.851, -1.584], [-4.853, 1.572, -1.543], [-6.103, 0.581, -0.683], [-1.229, 0.474, -1.304], [-5.170, 1.852, -2.482], [-4.780, 2.456, -0.988], [-6.269, -0.594, -1.447], [-3.459, -4.227, -2.023], [-3.746, -2.805, -1.990], [-4.933, -2.516, -2.863], [-2.582, -2.034, -2.509], [-4.041, -2.384, -0.616], [-4.377, -0.764, -3.495], [1.730, -1.228, 1.162], [0.626, 0.168, 1.434], [0.248, 0.714, 0.082], [1.888, 1.273, 2.123], [1.156, -2.031, 0.696], [2.549, -0.935, 0.502], [2.122, -1.570, 2.120], [2.697, 1.411, 1.402], [2.277, 0.848, 3.047], [1.414, 2.253, 2.339], [-1.306, -2.905, 0.583], [-2.142, -2.809, 0.098], [-1.469, -3.653, 1.169], [6.025, 1.467, -1.389], [6.724, 2.439, -0.487], [6.122, 2.199, 0.770], [5.746, 0.889, 0.753], [5.453, 0.263, 1.726], [5.755, 0.379, -0.511], [6.467, 3.716, -0.854], [5.084, 1.860, -1.782], [6.649, 1.150, -2.225], [7.804, 2.287, -0.411], [-7.120, 2.887, -0.652], [-0.634, -2.920, 3.914], [-0.752, -3.133, 2.981], [-0.566, -3.780, 4.345], [-8.516, 0.006, -0.669], [1.605, 3.161, 4.027], [-0.193, 2.575, -1.255]],
  "mulliken_charge": [0.23, -0.53, -0.26, 0.17, 0.29, 0.35, 0.50, 0.14, -0.70, 1.42, -0.84, -0.73, -0.58, 1.22, -0.87, 0.59, -0.55, -0.85, 0.27, 0.32, 0.39, 0.18, 0.49, 0.31, -0.52, 0.28, 0.27, -0.39, 0.28, -0.28, 0.65, -0.50, -0.31, -0.28, 0.29, 0.26, 0.29, -0.63, -0.61, 0.30, 0.31, 0.21, -0.37, -0.23],
  "e_lumo_ev": -5.37,
  "max_force_ev_per_a": 6.77,
  "homo_ev": -6.98
}


{
  "formula": "C7H17N",
  "method": "wB97M-V/def2-TZVPD",
  "symbols": ["C", "C", "C", "N", "C", "C", "C", "C", "H", "H", "H", "H", "H", "H", "H", "H", "H", "H", "H", "H", "H", "H", "H", "H", "H"],
  "xyz": [[-0.352, 2.214, -3.104], [-0.479, 1.989, -1.645], [0.780, 1.031, -1.128], [0.015, 0.087, -0.370], [0.384, -0.410, 0.967], [-0.673, 0.055, 1.968], [0.113, -1.979, 0.978], [0.540, -2.639, 2.363], [-0.552, 3.274, -3.380], [0.531, 1.973, -3.558], [-1.071, 1.596, -3.630], [-0.524, 2.928, -1.059], [-1.453, 1.325, -1.502], [1.643, 1.680, -0.806], [1.231, 0.353, -1.881], [-0.250, -0.752, -0.917], [1.486, -0.089, 1.221], [-0.903, -0.861, 2.665], [-1.479, 0.367, 1.256], [-0.584, 1.080, 2.368], [0.690, -2.526, 0.225], [-0.971, -2.031, 0.975], [-0.242, -3.475, 2.469], [0.570, -2.137, 3.232], [1.551, -3.053, 2.292]],
  "mulliken_charge": [-1.22, -0.24, -0.81, -0.22, 0.44, -1.30, -1.00, -1.38, 0.30, 0.38, 0.31, 0.33, 0.22, 0.38, 0.36, 0.23, 0.23, 0.26, 0.31, 0.36, 0.45, 0.45, 0.26, 0.51, 0.38],
  "e_lumo_ev": 1.12,
  "max_force_ev_per_a": 5.40,
  "relative_energy_kj_mol": 353.5,
  "homo_ev": -7.94
}


{
  "formula": "C7H17N",
  "method": "wB97M-V/def2-TZVPD",
  "symbols": ["C", "C", "C", "N", "C", "C", "C", "C", "H", "H", "H", "H", "H", "H", "H", "H", "H", "H", "H", "H", "H", "H", "H", "H", "H"],
  "xyz": [[-1.881, 2.270, -1.212], [-1.501, 0.985, -1.968], [-1.667, -0.257, -1.091], [-0.946, -0.113, 0.164], [0.496, -0.245, 0.014], [1.173, -1.159, 1.052], [2.612, -1.380, 0.614], [1.051, -0.540, 2.427], [-1.728, 3.148, -1.862], [-1.104, 2.426, -0.467], [-2.932, 2.297, -0.949], [-2.096, 0.915, -2.887], [-0.461, 1.037, -2.305], [-2.752, -0.363, -0.984], [-1.359, -1.166, -1.627], [-1.337, -0.637, 0.934], [0.926, 0.763, 0.150], [0.743, -0.601, -0.995], [0.593, -2.081, 0.905], [3.133, -2.122, 1.229], [3.289, -0.538, 0.828], [2.743, -1.576, -0.448], [0.033, -0.249, 2.691], [1.346, -1.203, 3.249], [1.625, 0.386, 2.538]],
  "mulliken_charge": [-1.10, -0.45, -0.75, -0.20, -1.01, 0.75, -1.57, -1.34, 0.37, 0.25, 0.30, 0.41, 0.25, 0.45, 0.36, 0.24, 0.21, 0.43, 0.22, 0.39, 0.34, 0.40, 0.36, 0.37, 0.32],
  "e_lumo_ev": 1.14,
  "max_force_ev_per_a": 1.96,
  "relative_energy_kj_mol": 82.3,
  "homo_ev": -8.43
}


{
  "formula": "C7H17N2O2",
  "method": "wB97M-V/def2-TZVPD",
  "symbols": ["N", "C", "C", "N", "C", "C", "O", "H", "H", "H", "H", "H", "H", "H", "H", "H", "C", "C", "C", "O", "H", "H", "H", "H", "H", "H", "H", "H"],
  "xyz": [[0.730, -0.215, -0.243], [0.552, -1.710, -0.387], [1.907, -2.540, -0.789], [2.550, -2.949, 0.551], [3.017, -1.622, -1.570], [3.554, -2.549, -2.855], [2.570, -2.986, -3.677], [1.141, 0.059, 0.676], [-0.259, 0.176, -0.236], [-0.336, -1.907, -1.145], [0.193, -2.107, 0.679], [3.497, -3.335, 0.259], [2.025, -3.819, 0.861], [2.605, -0.639, -2.052], [3.994, -1.395, -0.926], [4.678, -2.816, -3.045], [-3.783, 2.528, 1.898], [-2.432, 2.080, 1.366], [-1.692, 3.225, 0.694], [-2.620, 1.024, 0.428], [-4.425, 2.888, 1.086], [-4.309, 1.691, 2.369], [-3.671, 3.330, 2.635], [-1.826, 1.683, 2.188], [-2.260, 3.609, -0.162], [-0.727, 2.885, 0.305], [-1.518, 4.048, 1.394], [-3.157, 1.367, -0.306]],
  "mulliken_charge": [-0.62, -0.46, -0.14, -0.86, -0.60, -0.01, -0.44, 0.19, 0.20, 0.26, 0.16, 0.28, 0.28, 0.30, 0.19, 0.27, -1.33, 0.41, -1.19, -0.53, 0.34, 0.31, 0.37, 0.28, 0.32, 0.31, 0.36, 0.34],
  "total_charge": -1,
  "e_lumo_ev": 2.78,
  "max_force_ev_per_a": 7.95,
  "relative_energy_kj_mol": 238.8,
  "homo_ev": -0.76
}